No. 1
Density functional theory data (ωB97M-V/def2-TZVPD) for a molecular structure, C9H22F3N2O17S4Zn.

Values from the calculation:
* gap between HOMO and LUMO: 2.02 eV
* largest force on an atom: 4.7 eV/A
* HOMO energy: 0.20823 Eh
* LUMO: 7.7 eV

Structure (ORCA input):
```
! wB97M-V def2-TZVPD RIJCOSX def2/J DEFGRID3
* xyz -5 1
Zn -16.45 24.21 -7.93
S -16.39 27.61 -4.46
O -17.28 26.68 -3.76
O -17.16 28.82 -4.94
O -15.23 27.97 -3.68
O -15.85 26.86 -5.63
S -16.67 21.31 -3.98
O -16.41 19.87 -4.26
O -16.11 21.75 -2.74
O -16.19 22.16 -5.10
O -18.16 21.37 -4.03
S -19.60 26.27 -8.95
O -19.68 27.66 -8.54
O -19.67 25.38 -7.77
O -20.64 25.94 -9.88
O -18.27 26.09 -9.52
C -18.26 19.01 -11.70
F -17.14 18.30 -11.52
F -18.10 19.78 -12.79
F -19.26 18.14 -11.97
S -18.74 20.03 -10.06
O -19.96 20.73 -10.27
O -18.79 19.02 -9.00
O -17.55 20.94 -9.98
C -12.43 21.40 -9.32
C -12.31 22.49 -10.38
C -12.53 21.73 -11.69
O -12.24 22.54 -12.81
C -12.58 21.99 -13.97
N -13.24 23.54 -9.97
H -13.37 20.86 -9.39
H -12.40 21.88 -8.34
H -11.68 20.62 -9.44
H -11.28 22.86 -10.28
H -13.54 21.33 -11.58
H -11.93 20.82 -11.70
H -13.53 21.48 -13.85
H -11.91 21.22 -14.35
H -12.61 22.79 -14.71
H -12.61 24.22 -9.57
H -13.38 23.92 -10.90
C -15.56 31.18 -11.87
C -16.63 31.31 -10.86
C -18.04 31.22 -11.51
O -18.96 31.80 -10.56
C -20.25 32.01 -11.14
N -16.45 30.42 -9.76
H -15.34 32.21 -12.13
H -15.89 30.71 -12.79
H -14.56 30.86 -11.56
H -16.59 32.35 -10.54
H -18.25 30.27 -12.01
H -18.18 31.89 -12.36
H -20.65 31.03 -11.38
H -20.30 32.63 -12.04
H -20.99 32.37 -10.43
H -15.47 30.53 -9.54
H -16.57 29.44 -10.01
*
```

---

No. 2
Density functional theory data (ωB97M-V/def2-TZVPD) for a molecular structure, C9H22GaN4O2Se3Te.

Values from the calculation:
* gap between HOMO and LUMO: 7.63 eV
* largest force on an atom: 1.2 eV/A
* HOMO energy: -0.39531 Eh
* LUMO: -3.1 eV

Structure (ORCA input):
```
! wB97M-V def2-TZVPD RIJCOSX def2/J DEFGRID3
* xyz 1 1
Ga 0.37 1.57 -0.91
N 1.29 2.42 -2.72
C 1.70 1.42 -3.73
C 2.64 0.34 -3.15
C 1.96 -0.22 -1.93
O 1.27 -1.22 -1.93
O 2.02 0.62 -0.90
H 0.65 3.10 -3.14
H 2.10 2.95 -2.39
H 2.21 1.91 -4.57
H 0.80 0.96 -4.12
H 3.59 0.78 -2.87
H 2.79 -0.44 -3.89
Se 0.04 3.61 0.28
Se -1.34 4.42 -1.43
Te -3.06 2.60 -1.48
Se -1.49 0.75 -2.20
N -2.22 0.05 1.01
C -2.11 -0.76 2.23
C -1.87 -2.22 1.81
C -0.51 -2.43 1.14
N -0.50 -1.75 -0.20
C 0.62 -1.88 2.00
C 0.42 -0.46 2.52
N 0.72 0.54 1.47
C -0.96 -0.27 3.11
H -3.13 -0.08 0.57
H -0.95 -0.82 -0.08
H -2.15 1.05 1.20
H -3.02 -0.72 2.82
H -2.67 -2.56 1.14
H -1.91 -2.86 2.70
H -0.33 -3.49 0.97
H -1.08 -2.25 -0.88
H 0.44 -1.64 -0.62
H 1.57 -1.96 1.45
H 0.71 -2.55 2.86
H 1.15 -0.34 3.33
H 1.70 0.42 1.20
H 0.66 1.46 1.89
H -1.12 0.78 3.39
H -1.00 -0.84 4.04
*
```

---

No. 3
Density functional theory data (ωB97M-V/def2-TZVPD) for a molecular structure, C9H22NO10PS4.

Values from the calculation:
* gap between HOMO and LUMO: 8.83 eV
* largest force on an atom: 2.2 eV/A
* HOMO energy: -0.31994 Eh
* LUMO: 0.1 eV

Structure (ORCA input):
```
! wB97M-V def2-TZVPD RIJCOSX def2/J DEFGRID3
* xyz 0 1
N -3.51 -3.06 0.65
P -3.26 -2.19 -0.79
O -4.73 -1.55 -1.11
O -3.08 -3.44 -1.89
S -3.04 -2.99 -3.49
O -3.24 -4.21 -4.16
O -1.48 -2.63 -3.79
C -1.07 -1.42 -3.17
S 0.34 -0.69 -4.04
O 0.45 -1.14 -5.38
O 1.48 -0.93 -3.23
H -3.40 -2.36 1.38
H -2.75 -3.72 0.80
H -4.51 -0.65 -1.41
H -1.88 -0.70 -3.15
H -0.79 -1.62 -2.14
H 0.13 0.64 -4.09
C -1.22 3.81 0.16
C 0.00 3.05 0.70
C 0.08 1.71 -0.03
S -0.68 1.98 -1.63
O -1.89 1.18 -1.72
O 0.33 1.93 -2.66
C -1.14 3.68 -1.36
H -1.23 4.85 0.48
H -2.14 3.34 0.53
H 0.90 3.63 0.50
H -0.06 2.90 1.78
H 1.10 1.38 -0.19
H -0.49 0.93 0.48
H -2.09 3.89 -1.86
H -0.35 4.31 -1.76
C 4.06 -0.67 3.59
C 2.85 -1.48 4.05
C 1.59 -0.80 3.50
S 2.10 0.03 1.99
O 1.97 1.46 2.18
O 1.53 -0.64 0.86
C 3.84 -0.40 2.10
H 4.99 -1.20 3.76
H 4.10 0.28 4.14
H 2.92 -2.50 3.66
H 2.80 -1.56 5.14
H 0.81 -1.51 3.26
H 1.21 -0.04 4.18
H 4.44 0.42 1.71
H 3.99 -1.30 1.51
*
```

---

No. 4
Density functional theory data (ωB97M-V/def2-TZVPD) for a molecular structure, C9H22NO5Rb.

Values from the calculation:
* gap between HOMO and LUMO: 5.47 eV
* largest force on an atom: 5.1 eV/A
* HOMO energy: -0.22734 Eh
* LUMO: -0.7 eV

Structure (ORCA input):
```
! wB97M-V def2-TZVPD RIJCOSX def2/J DEFGRID3
* xyz 0 1
Rb 0.82 -2.70 2.37
C -1.89 0.24 4.13
C -0.51 0.45 3.49
C -0.46 1.87 2.88
O 0.57 -0.01 4.22
H -2.51 0.67 3.34
H -2.11 0.62 5.12
H -2.17 -0.81 4.15
H -0.58 -0.20 2.62
H -1.36 2.15 2.34
H 0.46 1.76 2.31
H -0.33 2.68 3.60
C -0.36 -0.37 -0.24
N -0.72 -0.23 -1.74
C 0.57 -0.91 -2.40
C -2.05 -1.01 -2.12
C -0.81 1.26 -2.21
C 0.34 2.16 -1.93
O -0.16 3.45 -2.28
H 0.55 0.20 -0.01
H -0.31 -1.44 -0.05
H -1.21 0.11 0.24
H 1.42 -0.32 -2.05
H 0.50 -1.08 -3.47
H 0.78 -1.90 -2.00
H -1.95 -1.99 -1.65
H -2.36 -0.93 -3.16
H -2.83 -0.56 -1.51
H -1.67 1.70 -1.70
H -0.97 1.11 -3.28
H 1.17 1.75 -2.51
H 0.64 2.20 -0.88
H 0.15 4.05 -1.60
O 4.28 -3.74 -0.68
C 3.54 -2.58 -0.73
O 3.81 -1.68 -1.53
O 2.62 -2.36 0.04
H 5.11 -3.61 -1.13
*
```

---

No. 5
Density functional theory data (ωB97M-V/def2-TZVPD) for a single C9H22NOPS molecule.

Values from the calculation:
* gap between HOMO and LUMO: 9.57 eV
* largest force on an atom: 3.6 eV/A
* HOMO energy: -0.32680 Eh
* LUMO: 0.7 eV

Structure (ORCA input):
```
! wB97M-V def2-TZVPD RIJCOSX def2/J DEFGRID3
* xyz 0 1
C 2.25 -1.09 -2.00
C 2.85 1.65 1.27
C -0.62 -1.95 1.21
C -2.85 -0.95 0.85
C -1.46 -1.58 -1.14
C -2.40 2.79 -0.29
C 1.87 0.38 -1.36
C 2.02 0.37 1.04
C -1.47 -1.04 0.30
N 1.06 0.40 -0.05
O -0.63 1.33 1.73
P -0.48 0.73 0.35
S -1.29 1.80 -1.30
H 1.76 -2.02 -1.71
H 2.04 -1.16 -3.14
H 3.39 -1.31 -2.00
H 2.17 2.55 1.28
H 3.40 1.47 2.16
H 3.53 1.86 0.49
H -1.15 -2.02 2.14
H -0.48 -2.99 0.91
H 0.51 -1.53 1.30
H -3.46 -0.35 0.18
H -2.86 -0.45 1.77
H -3.36 -1.92 0.95
H -2.43 -1.25 -1.63
H -0.57 -1.33 -1.85
H -1.59 -2.64 -1.07
H -3.41 2.41 -0.56
H -2.49 3.89 -0.43
H -2.17 2.41 0.81
H 2.79 0.89 -1.16
H 1.23 0.79 -2.15
H 2.75 -0.48 1.05
H 1.57 0.35 2.06
*
```

---

No. 6
Density functional theory data (ωB97M-V/def2-TZVPD) for 2 unconnected molecules or ions with the total composition C9H22NOPS.

Values from the calculation:
* gap between HOMO and LUMO: 8.89 eV
* largest force on an atom: 4.2 eV/A
* HOMO energy: -0.30297 Eh
* LUMO: 0.6 eV

Structure (ORCA input):
```
! wB97M-V def2-TZVPD RIJCOSX def2/J DEFGRID3
* xyz 0 1
C -2.96 2.09 0.00
C -2.29 0.38 -1.93
C -4.47 0.14 -0.64
C 2.96 0.15 -1.52
C 4.95 0.61 -0.17
C 4.19 -1.78 -0.47
C -1.30 -3.37 0.12
C -3.00 0.60 -0.44
C 3.97 -0.35 -0.77
N -2.28 -0.15 0.55
O -0.38 -0.82 2.08
P -0.56 -0.20 0.53
S -0.23 -2.14 -0.59
H -1.99 2.45 0.26
H -3.57 2.65 -0.69
H -3.48 2.14 0.94
H -2.43 1.33 -2.38
H -2.87 -0.36 -2.40
H -1.22 0.18 -1.95
H -4.52 -0.96 -0.76
H -5.03 0.36 0.25
H -4.95 0.89 -1.48
H 2.13 -0.33 -2.05
H 0.20 -1.52 2.15
H 2.82 1.26 -1.55
H 4.44 1.52 -0.18
H 6.01 0.59 -0.51
H 5.18 0.34 0.89
H 3.50 -2.41 -1.06
H 5.21 -2.12 -0.67
H 3.95 -1.72 0.55
H -1.04 -4.38 -0.10
H -2.38 -3.18 -0.04
H -1.25 -3.20 1.22
H -2.80 -0.28 1.35
*
```

---

No. 7
Density functional theory data (ωB97M-V/def2-TZVPD) for a molecular structure, C9H23AlBN2O3.

Values from the calculation:
* gap between HOMO and LUMO: 6.87 eV
* largest force on an atom: 10.3 eV/A
* HOMO energy: -0.16012 Eh
* LUMO: 2.5 eV

Structure (ORCA input):
```
! wB97M-V def2-TZVPD RIJCOSX def2/J DEFGRID3
* xyz -1 1
C -1.13 4.74 -3.81
C -0.84 3.39 -3.54
Al -0.32 1.43 -3.04
N -0.30 0.27 -4.62
N 1.45 1.38 -2.31
C 1.44 1.46 -0.76
C 1.36 -0.09 -0.24
C 0.76 -0.32 1.26
C 0.05 0.97 1.97
B -1.81 0.75 -1.79
O -1.79 -0.62 -1.16
O -2.97 1.60 -1.42
C -2.61 2.62 -0.43
H -1.57 5.85 -3.80
H -1.18 0.38 -5.16
H -0.15 -0.74 -4.34
H 1.95 2.22 -2.71
H 0.53 2.14 -0.50
H 2.48 1.97 -0.48
H 2.48 -0.50 -0.22
H 0.82 -0.72 -1.09
H 1.56 -0.79 2.01
H -0.08 -1.16 1.17
H -1.09 1.06 1.66
H 0.03 0.74 3.14
H 0.63 1.99 1.86
H -2.55 -0.64 -0.49
H -2.94 2.33 0.67
H -1.49 2.95 -0.43
H -3.24 3.60 -0.71
C 0.51 -4.67 2.80
C 1.83 -4.05 3.21
O 1.62 -3.13 4.28
H -0.20 -3.89 2.48
H 0.65 -5.37 1.97
H 0.05 -5.20 3.64
H 2.28 -3.51 2.37
H 2.54 -4.82 3.54
H 1.23 -3.63 5.02
*
```

---

No. 8
Density functional theory data (ωB97M-V/def2-TZVPD) for a molecular structure, C9H23ClNO7PS.

Values from the calculation:
* gap between HOMO and LUMO: 10.06 eV
* largest force on an atom: 2.9 eV/A
* HOMO energy: -0.35726 Eh
* LUMO: 0.3 eV

Structure (ORCA input):
```
! wB97M-V def2-TZVPD RIJCOSX def2/J DEFGRID3
* xyz 0 1
C 1.06 -0.33 -1.02
C 1.23 -1.16 0.22
O 0.60 -2.13 0.41
N 2.18 -0.66 1.16
C 3.56 -1.04 0.89
O 1.79 -0.99 2.48
S 1.40 0.42 3.29
O 0.23 0.92 2.66
O 2.70 1.37 2.94
P 2.36 2.81 2.10
O 1.96 2.35 0.59
Cl 4.31 3.45 1.77
H 0.35 0.45 -0.78
H 0.73 -0.96 -1.82
H 2.00 0.16 -1.24
H 4.08 -1.29 1.79
H 4.08 -0.17 0.49
H 3.63 -1.83 0.15
H 2.73 2.35 0.00
C -0.19 -0.79 -6.00
C -0.81 0.27 -5.10
C -0.59 1.67 -5.66
O -0.25 0.18 -3.79
H 0.89 -0.65 -6.09
H -0.36 -1.78 -5.59
H -0.63 -0.76 -7.01
H -1.88 0.09 -4.99
H 0.48 1.89 -5.73
H -1.03 2.42 -5.00
H -1.03 1.78 -6.65
H 0.70 0.34 -3.86
C -4.20 -1.14 3.74
C -2.90 -1.06 4.53
C -2.31 0.34 4.47
O -1.96 -2.00 4.00
H -4.03 -0.90 2.69
H -4.61 -2.15 3.78
H -4.95 -0.44 4.14
H -3.08 -1.34 5.56
H -2.08 0.63 3.45
H -1.37 0.38 5.03
H -2.99 1.08 4.90
H -1.79 -1.77 3.08
*
```